1.
Below is a structure of composition C10H17InNO3 in a non-equilibrium geometry, with properties calculated with wB97M-V/def2-TZVPD.

Calculated values
HOMO-LUMO gap = 3.1024 eV
Net charge = +3

Each line ends with the Löwdin charge.
Cartesian coordinates (Å):
C  1.642  -2.287  0.235  0.09
C  2.223  -1.176  1.206  -0.28
O  1.828  -1.175  2.404  0.21
N  3.153  -0.091  0.861  0.22
C  2.963  0.443  -0.498  -0.07
C  1.747  1.480  -0.735  -0.07
C  0.858  1.886  0.537  -0.11
C  -0.700  1.801  0.045  -0.09
C  -1.274  0.317  -0.008  -0.16
C  -2.859  0.338  0.386  -0.08
C  -3.172  -1.178  -0.106  -0.21
O  -2.630  -1.235  -1.472  0.01
C  -1.446  -0.421  -1.413  -0.29
O  -0.750  -0.422  -2.435  0.21
H  0.600  -1.925  -0.097  0.10
H  2.266  -2.437  -0.713  0.13
H  1.490  -3.255  0.815  0.15
H  4.107  -0.531  0.861  0.22
H  2.890  -0.403  -1.282  0.21
H  3.935  1.010  -0.762  0.18
H  2.173  2.457  -1.172  0.16
H  1.063  1.053  -1.545  0.11
H  1.052  1.333  1.506  0.12
H  1.065  2.996  0.758  0.15
H  -0.796  2.279  -0.984  0.16
H  -1.297  2.450  0.786  0.18
H  -0.723  -0.228  0.833  0.16
H  -3.046  0.262  1.509  0.15
H  -3.486  1.147  -0.137  0.16
H  -2.530  -1.907  0.496  0.16
H  -4.290  -1.489  -0.158  -0.17
In  -6.056  -1.095  0.279  1.30

---

2.
Below is a cluster of 4 separate species, C4H16O3 in total in a non-equilibrium geometry, with properties calculated with wB97M-V/def2-TZVPD.

Calculated values
HOMO-LUMO gap = 11.5774 eV
SMILES = CCCC.O.O.O
Net charge = 0
Energy relative to the best compared isomer or geometry (same formula, charge and spin) = 27.6 kcal per mole

Each line ends with the Löwdin charge.
Cartesian coordinates (Å):
C  -1.169  -0.968  -3.133  -0.12
C  0.757  1.140  -0.450  -0.11
C  -0.464  0.514  -1.153  -0.29
C  -0.061  -0.130  -2.475  -0.30
H  -0.816  -2.039  -3.198  0.08
H  -1.108  -0.686  -4.197  0.06
H  -2.198  -0.829  -2.761  0.07
H  1.535  1.303  -1.209  0.07
H  1.241  0.360  0.163  0.07
H  0.529  1.996  0.176  0.06
H  -1.275  1.226  -1.314  0.10
H  -0.949  -0.206  -0.478  0.10
H  0.237  0.698  -3.131  0.10
H  0.862  -0.708  -2.388  0.10
H  2.083  5.171  3.348  0.03
H  1.381  6.059  2.383  0.04
O  1.192  5.463  3.124  -0.07
H  -4.066  -3.560  4.012  0.02
H  -3.910  -2.161  3.156  0.04
O  -4.426  -2.944  3.386  -0.06
H  3.826  -2.624  1.600  0.02
H  3.320  -4.002  2.171  0.03
O  3.479  -3.073  2.368  -0.06

---

3.
Below is the molecule C4H6OS in a non-equilibrium geometry, with properties calculated with wB97M-V/def2-TZVPD.

Calculated values
HOMO-LUMO gap = 8.6740 eV
SMILES = C/C=C/C(O)=S
Net charge = 0
Energy relative to the best compared isomer or geometry (same formula, charge and spin) = 41.4 kcal per mole

Each line ends with the Löwdin charge.
Cartesian coordinates (Å):
C  2.950  -0.128  0.072  -0.10
C  1.482  -0.243  0.054  -0.17
C  0.601  0.782  -0.238  -0.08
C  -0.865  0.362  -0.017  -0.94
H  3.436  -0.027  0.999  0.06
H  3.510  -0.876  -0.535  0.10
H  3.028  0.809  -0.407  0.05
H  1.028  -1.281  0.326  0.09
H  0.759  1.844  -0.403  0.10
H  -1.130  2.156  0.255  0.11
O  -1.696  1.365  0.120  0.00
S  -1.379  -1.136  -0.026  0.76

---

4.
Below is a cluster of 2 separate species, C7H15N2O in total in a non-equilibrium geometry, with properties calculated with wB97M-V/def2-TZVPD.

Calculated values
HOMO-LUMO gap (alpha / beta) = 7.9955 / 8.8963 eV
Net charge = +1
Energy relative to the best compared isomer or geometry (same formula, charge and spin) = 170.2 kcal per mole

Each line ends with the Löwdin charge.
Cartesian coordinates (Å):
C  0.480  1.481  0.016  -0.13
C  -2.557  0.058  0.702  -0.34
C  -2.671  0.531  -0.678  -0.33
C  -1.746  -1.076  1.259  -0.02
C  -1.881  -0.043  -1.769  -0.05
C  2.792  -1.169  0.228  -0.02
C  2.594  0.387  0.179  -0.14
N  -2.011  1.293  0.336  0.20
N  0.744  2.543  -0.688  0.23
O  1.218  0.607  0.458  0.01
H  -3.372  0.138  1.466  0.17
H  -3.578  0.992  -0.989  0.14
H  -2.387  -1.918  1.257  0.09
H  -1.397  -0.702  2.129  0.05
H  -0.768  -1.263  0.721  0.08
H  -0.939  -0.354  -1.396  0.04
H  -1.566  0.727  -2.420  0.06
H  -2.377  -0.858  -2.402  0.13
H  3.093  -1.650  -0.614  0.04
H  3.358  -1.496  1.088  0.08
H  1.732  -1.639  0.423  0.12
H  2.884  0.676  -0.871  0.15
H  3.031  0.844  1.112  0.16
H  -0.033  3.040  -1.088  0.13
H  1.664  2.828  -1.036  0.15

---

5.
Below is a cluster of 6 separate species, H12O5S2 in total in a non-equilibrium geometry, with properties calculated with wB97M-V/def2-TZVPD.

Calculated values
HOMO-LUMO gap = 9.3433 eV
SMILES = SS.O.O.O.O.O
Net charge = 0
Energy relative to the best compared isomer or geometry (same formula, charge and spin) = 34.8 kcal per mole

Each line ends with the Löwdin charge.
Cartesian coordinates (Å):
S  4.381  -3.374  -0.266  0.19
S  2.731  -2.251  -0.714  0.22
H  4.834  -3.330  -1.637  -0.14
H  1.839  -3.141  -0.490  -0.26
H  2.124  1.097  -3.085  0.02
H  0.531  1.283  -3.307  0.06
O  1.458  1.632  -3.533  -0.09
H  -3.138  3.310  3.228  0.02
H  -4.052  4.328  3.588  0.04
O  -3.623  3.563  4.013  -0.06
H  0.072  0.506  1.458  0.09
H  0.456  1.733  0.513  0.01
O  0.101  0.863  0.490  -0.09
H  -1.401  -0.948  -1.604  0.03
H  -0.885  0.484  -1.594  0.01
O  -1.473  -0.118  -2.093  -0.07
H  -1.876  -1.401  1.489  0.02
H  -0.977  -2.553  1.619  0.02
O  -1.101  -1.681  1.925  -0.01

---

6.
Below is a cluster of 2 separate species, CH5OS in total in a non-equilibrium geometry, with properties calculated with wB97M-V/def2-TZVPD.

Calculated values
HOMO-LUMO gap = 7.0445 eV
Net charge = -1
Energy relative to the best compared isomer or geometry (same formula, charge and spin) = 6.3 kcal per mole

Each line ends with the Löwdin charge.
Cartesian coordinates (Å):
C  -1.162  -0.654  0.692  -0.66
S  0.437  -1.251  -0.031  0.07
H  -0.973  0.069  1.498  -0.01
H  -1.532  -1.488  1.257  -0.04
H  -1.845  -0.394  -0.003  -0.06
H  1.596  1.372  -1.882  -0.01
H  1.563  0.745  -0.535  -0.08
O  1.915  1.602  -0.996  -0.21